A 2-piece molecular cluster, C6H15NO overall in a non-equilibrium geometry, computed with the ωB97M-V functional and the def2-TZVPD basis.

Multiplicity = 2
Maximum force = 6.66 eV/Å
HOMO energy (spin up / spin down) = -14.976 / -14.969 eV
Charge = +1
ΔE to the lowest compared entry with this formula, charge and spin = 3.059 eV
⟨S²⟩ = 0.754
Kohn-Sham gap (spin up / spin down) = 12.09 / 6.71 eV

CARTESIAN COORDINATES (ANGSTROEM)
C 2.07245 -1.40559 0.85820
C 1.33745 -0.35044 -0.01759
N -0.02020 0.14946 0.34472
C -0.69854 0.76795 -0.88348
C -1.43239 -0.40939 -1.67281
C -1.65894 -1.43468 -0.63950
C -0.94415 -0.95524 0.62423
H 1.49757 -1.70646 1.65027
H 2.97926 -1.09479 1.31358
H 2.33522 -2.21392 0.24874
H 2.06306 0.47031 -0.24697
H 1.36697 -0.86265 -0.97892
H 0.00959 1.17291 -1.54378
H -1.43642 1.49057 -0.44821
H -2.37212 -0.12823 -2.09402
H -0.74808 -0.75645 -2.52218
H -1.33265 -2.38187 -0.82441
H -2.81147 -1.56412 -0.50159
H -1.58779 -0.81753 1.38143
H -0.32062 -1.74360 0.97927
H 1.15554 2.52809 0.78089
H 0.15629 2.97589 1.75695
O 0.89148 3.28875 1.12770

Computed Löwdin charges, given in elementary charges: -0.02 -0.14 0.10 -0.06 -0.13 -0.15 -0.11 0.05 0.09 0.08 0.15 0.15 0.11 0.16 0.11 0.15 0.09 0.17 0.11 0.11 -0.10 0.10 0.00